Entry 1:
The following is a quantum chemistry calculation of an isolated ion of composition C4H9N2 and charge +1, from OMol25.

The charge is +1. As for the HOMO-LUMO gap: 8.6 eV. The energy relative to the best compared isomer or geometry (same formula, charge and spin) is 55.6 kcal per mole. The value obtained for the total energy is -267.01075 a.u. For the max |F|, the calculation gives 3.53 eV Å⁻¹. Its multiplicity is 1. The SMILES is [NH3+]C1=CNCC1.

Last column: Mulliken charge in e.
Geometry (Å):
H 0.76835 -1.90815 -1.81758  0.2707
C 0.03483 -1.24939 0.01048  -0.4255
H 1.89335 0.57343 -1.69325  0.2879
H -0.21237 -2.21823 0.45144  0.3581
H -1.88482 -0.64323 1.65799  0.3897
C 0.88952 0.26722 -1.47545  -0.5469
C -0.32510 -0.05697 0.61023  -0.0842
H -0.31891 1.75200 -0.57918  0.2912
N -1.23649 0.13637 1.83822  -0.2311
H -0.52988 0.24828 2.60604  0.4197
N 0.80564 -1.16782 -1.14381  -0.2535
C 0.39701 1.02709 -0.19408  -0.4344
H 0.27544 0.53030 -2.34891  0.2942
H 1.23384 1.70886 0.38565  0.2909
H -1.79041 1.00024 1.69223  0.3732

Entry 2:
The following is a quantum chemistry calculation of a 4-piece molecular cluster, C2H12NO4 overall, from OMol25.

The charge is -1. As for the HOMO-LUMO gap: 8.4 eV. The energy relative to the best compared isomer or geometry (same formula, charge and spin) is 21.9 kcal per mole. The value obtained for the total energy is -439.12700 a.u. For the max |F|, the calculation gives 2.52 eV Å⁻¹. Its multiplicity is 1.

Last column: Mulliken charge in e.
Geometry (Å):
H 3.24137 -0.18152 -1.83026  0.1245
H 1.31798 1.22107 -2.16934  0.4558
H -1.27263 -0.01193 -1.55631  0.2104
O -0.20862 -1.52207 1.96732  -0.8819
H -2.52342 -0.21518 3.47655  0.2705
H 1.37572 -0.56346 -0.71663  0.4404
O 2.30271 -0.01599 -1.74668  -1.0419
N 0.40226 -0.98503 -0.42068  -0.4954
H 0.18953 -1.38627 0.88899  0.5162
H -0.90770 2.25185 -0.77954  0.3977
C -0.07304 1.54773 -0.88343  -0.7557
C -0.54449 0.09423 -0.74918  -0.1417
O 0.56338 1.88207 -2.10991  -0.5777
H 0.49911 1.84686 0.02133  0.2907
O -2.34203 -0.09068 2.55473  -0.6973
H -1.58187 -0.69009 2.32323  0.4435
H 0.45743 -1.60544 2.66026  0.2302
H -1.17622 0.17119 0.14317  0.0016
H 0.28055 -1.74733 -1.07362  0.2100

Entry 3:
The following is a quantum chemistry calculation of C22H22N4S2Sm as an isolated structure, from OMol25.

The charge is +1. As for the HOMO-LUMO gap (alpha / beta): 7.2 / 7.5 eV. The value obtained for the total energy is -2524.75596 a.u. For the max |F|, the calculation gives 0.25 eV Å⁻¹. Its multiplicity is 6.

Last column: Mulliken spin population.
Geometry (Å):
C -3.20010 2.65771 2.47036  0.0014
C 0.01895 0.01616 -5.29345  0.0001
H -0.81934 1.02154 5.00587  0.0000
C 0.02489 -5.58547 1.01863  -0.0006
C 1.39002 -5.51490 0.77692  0.0002
Sm 0.13123 0.13568 0.03672  5.1443
C 1.24108 -3.11444 0.50412  -0.0027
H 1.13945 0.83996 4.06080  0.0000
N -0.23902 0.35628 2.49059  -0.0094
H -2.67402 -1.25135 -0.34228  -0.0019
H -0.44810 -6.53548 1.22355  0.0000
H -3.87025 3.11479 1.75543  0.0005
H 1.86086 0.16781 2.58476  -0.0007
H -2.75961 -2.98968 0.00177  -0.0005
H -1.91860 -2.60738 2.49639  -0.0004
H -1.79281 -4.48795 1.17996  -0.0001
C -2.17970 1.82824 1.99932  0.0015
C 1.10364 -0.52771 -4.60631  -0.0010
C 2.21842 -1.08905 -5.30943  0.0002
H -2.38514 -1.00558 1.90904  -0.0001
H 3.05220 -4.23888 0.35182  0.0007
C -1.54274 -1.69056 2.03592  -0.0012
H -4.15596 3.54492 4.15894  0.0000
C 1.07857 0.82644 2.97060  0.0012
C -1.32034 1.24014 2.92965  -0.0072
H 1.23990 1.85116 2.62513  -0.0012
C -0.48666 -1.05142 2.91934  -0.0013
C -3.35882 2.89678 3.82130  0.0008
C -2.09426 -2.17515 -0.28890  0.0028
C -1.03262 0.54317 -4.56186  -0.0009
H -1.89570 0.97192 -5.04904  -0.0001
H 0.00856 0.02011 -6.37452  0.0000
H 0.45270 -1.60597 2.84184  0.0001
N 0.08411 -0.00515 -2.51576  0.0061
H -1.67438 -2.41171 -1.26772  0.0004
C -2.50016 2.30849 4.73999  -0.0008
C 1.98644 -4.29590 0.52718  0.0034
C -0.72855 -4.42692 0.99323  -0.0004
C -1.48748 1.48274 4.28939  -0.0011
C 1.09768 -0.52316 -3.21716  -0.0015
H 1.91573 -0.95168 -2.64873  -0.0030
N 3.11240 -1.53859 -5.87045  -0.0001
H -2.61809 2.49170 5.79854  -0.0001
N -0.98677 -1.99559 0.68283  -0.0284
S 2.11930 -1.60248 0.22243  -0.0455
H 1.99276 -6.41245 0.78680  0.0000
S -2.07670 1.57422 0.24436  -0.0459
C -0.13556 -3.19550 0.72518  -0.0059
C -0.96202 0.51435 -3.18140  0.0018
H -1.76734 0.92456 -2.58056  -0.0028
H -0.80122 -1.06756 3.96577  -0.0006